No. 1
C49H45BeBrGeNO3P2 as an isolated structure, computed with the ωB97M-V functional and the def2-TZVPD basis.

Positions of all 103 atoms, in Å:
1 Be -0.1141 1.6855 1.4440
2 Br -0.5955 4.5772 -0.5567
3 C -1.8360 3.8143 0.6707
4 C -2.9485 4.5241 0.9881
5 C -3.8695 3.9806 1.9384
6 C -3.5611 2.7546 2.5007
7 C -2.4235 2.0797 2.1105
8 N -1.5138 2.5975 1.1668
9 C -1.9249 0.8438 2.7464
10 O -2.5691 0.1917 3.5545
11 O -0.7012 0.5520 2.3350
12 H -3.1169 5.4844 0.5232
13 H -4.7644 4.5247 2.2061
14 H -4.1814 2.2869 3.2548
15 C 0.4780 -3.6691 -5.6103
16 C 0.3892 -2.3762 -4.7984
17 C 0.4323 -1.1770 -5.7701
18 C 1.5577 -2.2421 -3.8242
19 C 2.8247 -2.7779 -4.0390
20 C 3.8573 -2.5588 -3.1339
21 C 3.6414 -1.7913 -1.9960
22 C 2.3939 -1.2362 -1.7536
23 P 1.9041 -0.1742 -0.3021
24 C 1.7664 -1.4784 0.9840
25 C 1.3696 -2.7745 0.6560
26 C 1.1265 -3.7126 1.6490
27 C 1.2651 -3.3650 2.9851
28 C 1.6482 -2.0751 3.3214
29 C 1.8919 -1.1385 2.3307
30 C 3.5492 0.5821 0.0370
31 C 3.8396 1.7203 -0.7179
32 C 5.0593 2.3650 -0.5965
33 C 6.0097 1.8872 0.2982
34 C 5.7335 0.7563 1.0507
35 C 4.5151 0.1008 0.9147
36 C 1.3891 -1.4787 -2.6792
37 O 0.1729 -0.9496 -2.3496
38 C -0.9500 -1.5509 -2.8314
39 C -2.0981 -1.3923 -2.0585
40 C -3.2666 -1.9951 -2.5022
41 C -3.2741 -2.7376 -3.6740
42 C -2.1065 -2.8881 -4.4122
43 C -0.9139 -2.3024 -4.0023
44 P -1.9564 -0.4267 -0.4715
45 C -3.4127 0.6758 -0.7093
46 C -4.7311 0.4251 -0.3365
47 C -5.7079 1.3981 -0.5001
48 C -5.3890 2.6269 -1.0598
49 C -4.0878 2.8725 -1.4746
50 C -3.1106 1.9061 -1.2933
51 C -2.5236 -1.7141 0.7049
52 C -3.2758 -1.4183 1.8395
53 C -3.5254 -2.3933 2.7959
54 C -3.0195 -3.6732 2.6393
55 C -2.2530 -3.9747 1.5210
56 C -1.9985 -3.0016 0.5696
57 H 1.4007 -3.6957 -6.1892
58 H -0.3429 -3.7327 -6.3235
59 H 0.4473 -4.5455 -4.9608
60 H 1.3690 -1.1817 -6.3324
61 H 0.3659 -0.2356 -5.2222
62 H -0.4041 -1.2284 -6.4709
63 H 3.0174 -3.3798 -4.9171
64 H 4.8339 -2.9880 -3.3209
65 H 4.4486 -1.6261 -1.2928
66 H 1.2466 -3.0593 -0.3825
67 H 0.8216 -4.7160 1.3762
68 H 1.0625 -4.0932 3.7606
69 H 1.7318 -1.7871 4.3620
70 H 2.1516 -0.1216 2.5994
71 H 3.0815 2.1112 -1.3888
72 H 5.2660 3.2480 -1.1887
73 H 6.9564 2.4007 0.4120
74 H 6.4708 0.3783 1.7491
75 H 4.3139 -0.7815 1.5091
76 H -4.1735 -1.8920 -1.9187
77 H -4.1887 -3.2080 -4.0135
78 H -2.1367 -3.4751 -5.3206
79 H -5.0078 -0.5324 0.0868
80 H -6.7224 1.1952 -0.1781
81 H -6.1471 3.3940 -1.1581
82 H -3.8207 3.8287 -1.9071
83 H -2.0863 2.1138 -1.5822
84 H -3.6376 -0.4113 2.0074
85 H -4.0925 -2.1339 3.6805
86 H -3.1935 -4.4248 3.3992
87 H -1.8382 -4.9680 1.3970
88 H -1.3734 -3.2382 -0.2847
89 C 2.9798 1.7611 4.2879
90 Ge 2.1743 3.1196 3.0978
91 C 0.7980 3.9543 4.2430
92 C 3.5626 4.4911 2.7928
93 C 1.3915 2.4671 1.4709
94 H 3.5589 2.2577 5.0693
95 H 3.6403 1.0761 3.7517
96 H 2.1881 1.1771 4.7629
97 H 1.2476 4.3367 5.1627
98 H 0.0431 3.2099 4.5066
99 H 0.2936 4.7760 3.7311
100 H 4.0381 4.7707 3.7359
101 H 3.1253 5.3875 2.3484
102 H 4.3343 4.1153 2.1166
103 H 1.7105 3.1167 0.6535

Forces on atoms 1 to 2 (eV/Å):
Be -0.30 0.28 -0.10
Br -0.02 -0.06 -0.09

Results
Total charge: -1
HOMO (spin up / spin down) in Ha: -0.17134 / -0.09170
Orbital gap (spin up / spin down) in eV: 6.96 / 4.79
Electronic energy in Eh: -7523.20571

No. 2
C49H46B2CsF3IN15OS3Sb as an isolated structure, computed with the ωB97M-V functional and the def2-TZVPD basis.

Positions of all 122 atoms, in Å:
1 Cs 0.7062 0.2004 -2.1688
2 C -3.5850 -1.5088 1.9506
3 N -4.1736 -0.5683 1.0231
4 C -5.4440 -0.6824 0.4927
5 C -5.6441 0.4251 -0.2449
6 N -4.5199 1.2251 -0.1632
7 B -4.5591 2.5797 -0.9859
8 N -3.4651 3.5642 -0.5134
9 C -3.4088 4.0913 0.7597
10 C -2.3602 4.9274 0.8328
11 N -1.7570 4.9047 -0.4156
12 C -0.6097 5.6926 -0.7947
13 C -2.4473 4.0698 -1.2430
14 S -2.0654 3.7899 -2.8809
15 C -3.5995 0.6100 0.6103
16 S -2.0264 1.0806 1.0716
17 H -3.8898 -2.5190 1.6812
18 H -3.9065 -1.3015 2.9726
19 H -2.5018 -1.4197 1.9022
20 H -6.0706 -1.5365 0.6853
21 H -6.4962 0.7303 -0.8272
22 H -4.4085 2.3115 -2.1461
23 H -5.6490 3.0812 -0.7714
24 H -4.1229 3.8097 1.5133
25 H -1.9770 5.5257 1.6406
26 H -0.6321 6.6412 -0.2588
27 H -0.6600 5.8757 -1.8654
28 H 0.3221 5.1730 -0.5664
29 B 3.6549 -3.0220 -3.2634
30 N 2.2685 -2.8974 -3.9878
31 C 1.7832 -3.8108 -4.8455
32 C 0.5117 -3.4227 -5.2278
33 C 0.3058 -2.2262 -4.5276
34 N 1.3706 -1.9221 -3.7866
35 N 4.0080 -1.7389 -2.4535
36 C 5.2213 -1.1587 -2.4165
37 C 5.2020 -0.1553 -1.4645
38 C 3.8931 -0.2012 -0.9652
39 N 3.1875 -1.1589 -1.5625
40 H 4.5221 -3.1707 -4.0998
41 H 3.6070 -3.9716 -2.4968
42 H 2.3721 -4.6683 -5.1288
43 H -0.1596 -3.9293 -5.9006
44 H -0.5639 -1.5797 -4.5298
45 H 6.0164 -1.5059 -3.0549
46 H 6.0089 0.4966 -1.1750
47 H 3.4401 0.4052 -0.1894
48 S -6.3772 -4.9390 -1.7362
49 N -6.1466 -3.5565 -2.5440
50 C -4.9409 -3.1248 -2.2215
51 C -4.3166 -1.9077 -2.7060
52 C -4.9369 -1.0557 -3.6220
53 C -4.2928 0.0964 -3.9940
54 C -3.0358 0.3630 -3.4433
55 N -2.4267 -0.4452 -2.5932
56 C -3.0511 -1.5702 -2.2194
57 C -2.3473 -2.4544 -1.2593
58 N -1.1449 -2.0606 -0.8244
59 C -0.5002 -2.8313 0.0310
60 C -0.9960 -4.0446 0.5112
61 C -2.2312 -4.4568 0.0730
62 C -2.9310 -3.6496 -0.8236
63 C -4.2605 -3.9820 -1.3049
64 N -4.9656 -5.0410 -0.9519
65 H -5.9139 -1.3190 -4.0074
66 H -4.7415 0.8025 -4.6790
67 H -2.5131 1.2811 -3.6936
68 H 0.4739 -2.4748 0.3494
69 H -0.4144 -4.6352 1.2064
70 H -2.6770 -5.3846 0.4090
71 N 1.1509 4.1751 -3.6574
72 C 1.6843 3.0779 -4.2010
73 O 1.3047 1.9362 -3.9680
74 C 2.8404 3.2090 -5.1793
75 I 3.9678 5.0249 -5.1534
76 H 0.2290 4.1004 -3.2239
77 H 1.4423 5.0837 -3.9767
78 H 2.4497 3.1110 -6.1884
79 H 3.5385 2.4019 -4.9885
80 N 1.7139 3.7114 1.5509
81 C 2.3872 4.8772 1.4864
82 C 3.2442 4.7719 0.4166
83 C 2.9983 3.4839 -0.1044
84 N 2.0729 2.8463 0.5973
85 H 1.0049 3.4384 2.2112
86 H 2.2243 5.6695 2.1979
87 H 3.9331 5.5147 0.0524
88 H 3.4603 2.9967 -0.9504
89 F 4.3606 3.1175 6.5836
90 C 3.6688 2.4229 5.6505
91 C 2.5221 1.7586 6.0276
92 C 1.8160 1.0461 5.0620
93 C 2.2441 1.0027 3.7375
94 C 3.4152 1.6913 3.4056
95 C 4.1374 2.4025 4.3528
96 Sb 1.3323 -0.1625 2.1412
97 C -0.0625 -1.1802 3.4533
98 C -1.0803 -0.4650 4.0901
99 C -1.9817 -1.0890 4.9405
100 C -1.8776 -2.4532 5.1197
101 F -2.7644 -3.0728 5.9351
102 C -0.9107 -3.2065 4.4920
103 C 0.0009 -2.5551 3.6651
104 C 2.7896 -1.7514 2.4000
105 C 3.0833 -2.5899 1.3239
106 C 3.9841 -3.6433 1.4471
107 C 4.5920 -3.8386 2.6667
108 F 5.4773 -4.8530 2.8052
109 C 4.3369 -3.0316 3.7587
110 C 3.4316 -1.9892 3.6160
111 H 2.1964 1.7899 7.0594
112 H 0.9282 0.5093 5.3687
113 H 3.7807 1.6719 2.3837
114 H 5.0462 2.9319 4.0973
115 H -1.1940 0.5967 3.9063
116 H -2.7669 -0.5373 5.4415
117 H -0.8700 -4.2758 4.6560
118 H 0.7820 -3.1395 3.1922
119 H 2.6416 -2.4161 0.3503
120 H 4.2160 -4.2840 0.6059
121 H 4.8443 -3.2194 4.6961
122 H 3.2226 -1.3634 4.4759

Forces on atoms 1 to 2 (eV/Å):
Cs -1.12 0.09 1.67
C -0.05 0.02 -0.04

Results
Total charge: -1
HOMO in Ha: -0.17561
Orbital gap in eV: 6.22
ΔE to the lowest compared entry with this formula, charge and spin in kcal/mol: 19.8
Electronic energy in Eh: -4893.64338

No. 3
C49H48CuN2OP2Si2 as an isolated structure, computed with the ωB97M-V functional and the def2-TZVPD basis.

Positions of all 105 atoms, in Å:
1 Cu 0.9856 0.9948 -0.5206
2 C 0.2444 3.9346 1.1057
3 Si -0.5822 2.2046 1.1654
4 C -1.8319 2.5110 2.5973
5 C -2.1766 3.6754 3.2821
6 C -2.9831 3.6003 4.4091
7 C -3.4436 2.3762 4.8832
8 C -3.1269 1.2071 4.2083
9 C -2.3200 1.2962 3.0828
10 P -1.7286 -0.0132 1.9705
11 C -0.6173 -0.9687 3.0576
12 C -0.2559 -2.2802 2.7392
13 C 0.6129 -2.9902 3.5561
14 C 1.1464 -2.3939 4.6895
15 C 0.8238 -1.0781 4.9932
16 C -0.0442 -0.3677 4.1788
17 C -3.2933 -0.9751 1.9735
18 C -4.3658 -0.2997 1.3865
19 C -5.6007 -0.9064 1.2635
20 C -5.7771 -2.2069 1.7181
21 C -4.7299 -2.8669 2.3363
22 C -3.4902 -2.2563 2.4703
23 C -1.2531 1.8964 -0.6132
24 C -1.6483 3.0069 -1.3699
25 C -1.8403 2.9296 -2.7380
26 C -1.6063 1.7292 -3.3988
27 C -1.2411 0.6093 -2.6817
28 C -1.0832 0.6568 -1.2892
29 P -0.8081 -0.9730 -0.4369
30 C -2.3786 -1.8117 -0.9619
31 C -3.4310 -1.1994 -1.6329
32 C -4.5135 -1.9452 -2.0814
33 C -4.5662 -3.3110 -1.8656
34 C -3.5344 -3.9290 -1.1732
35 C -2.4608 -3.1850 -0.7189
36 C 0.2867 -1.9917 -1.5358
37 C -0.1298 -2.7911 -2.5984
38 C 0.7663 -3.6421 -3.2274
39 C 2.0903 -3.6971 -2.8181
40 C 2.5155 -2.9109 -1.7587
41 C 1.6158 -2.0761 -1.1177
42 H -0.5326 4.7031 1.0851
43 H 0.8651 4.0655 0.2218
44 H 0.8670 4.1185 1.9823
45 H -1.8265 4.6435 2.9437
46 H -3.2493 4.5082 4.9363
47 H -4.0539 2.3364 5.7767
48 H -3.4780 0.2442 4.5611
49 H -0.6555 -2.7377 1.8451
50 H 0.8676 -4.0135 3.3109
51 H 1.8224 -2.9474 5.3285
52 H 1.2515 -0.6077 5.8690
53 H -0.2751 0.6624 4.4156
54 H -4.2156 0.7125 1.0235
55 H -6.4227 -0.3758 0.8000
56 H -6.7295 -2.7031 1.5824
57 H -4.8736 -3.8709 2.7161
58 H -2.6873 -2.7768 2.9740
59 H -1.8088 3.9515 -0.8626
60 H -2.1522 3.8064 -3.2916
61 H -1.7229 1.6645 -4.4728
62 H -1.0397 -0.3179 -3.2006
63 H -3.4190 -0.1353 -1.8240
64 H -5.3213 -1.4524 -2.6084
65 H -5.4002 -3.8928 -2.2361
66 H -3.5638 -4.9967 -0.9954
67 H -1.6536 -3.6795 -0.1888
68 H -1.1497 -2.7567 -2.9597
69 H 0.4304 -4.2423 -4.0636
70 H 2.7878 -4.3413 -3.3385
71 H 3.5476 -2.9458 -1.4324
72 H 1.9326 -1.4728 -0.2764
73 N 2.3729 -0.2826 1.9306
74 C 3.6136 0.1579 1.5898
75 C 4.7443 -0.4103 2.1522
76 C 6.0238 0.0836 1.8808
77 C 6.2001 1.1483 1.0416
78 C 5.0827 1.7418 0.4218
79 C 5.2161 2.8394 -0.4551
80 C 4.1122 3.3585 -1.0653
81 C 2.8653 2.7781 -0.8022
82 N 2.6908 1.7802 0.0392
83 C 3.7751 1.2408 0.6644
84 H 2.2650 -1.0897 2.5192
85 H 1.5513 0.1704 1.5613
86 H 4.6233 -1.2403 2.8377
87 H 6.8785 -0.3791 2.3565
88 H 7.1846 1.5495 0.8405
89 H 6.2042 3.2342 -0.6557
90 H 4.1806 4.1879 -1.7546
91 H 1.9844 3.1338 -1.3199
92 C 1.9259 2.4038 -4.6812
93 Si 2.2792 0.7737 -3.7588
94 C 4.1669 0.6609 -3.5443
95 C 1.8080 -0.6356 -4.9372
96 O 1.5151 0.7303 -2.3699
97 H 2.6505 2.5896 -5.4778
98 H 1.9672 3.2556 -3.9963
99 H 0.9307 2.3984 -5.1318
100 H 4.6832 0.6503 -4.5075
101 H 4.4449 -0.2498 -3.0073
102 H 4.5477 1.5079 -2.9720
103 H 2.2169 -0.4669 -5.9370
104 H 0.7260 -0.7505 -5.0387
105 H 2.2019 -1.5823 -4.5728

Forces on atoms 1 to 2 (eV/Å):
Cu -0.49 0.01 -0.36
C 0.03 -0.37 -0.20

Results
⟨S²⟩: 0.765
HOMO (spin up / spin down) in Ha: -0.23582 / -0.27414
Orbital gap (spin up / spin down) in eV: 6.47 / 6.45
Multiplicity: 2
Electronic energy in Eh: -4982.98989

No. 4
A 3-piece molecular cluster, C49H48F4IN4O7 overall, computed with the ωB97M-V functional and the def2-TZVPD basis.

Positions of all 113 atoms, in Å:
1 C -5.0350 -6.9476 2.6660
2 C -4.5634 -5.5215 1.9357
3 N -5.0385 -4.3415 2.4677
4 C -3.5955 -5.6754 0.6214
5 C -2.0304 -5.2467 0.8548
6 C -1.1533 -4.9459 2.2112
7 C -1.7225 -5.0563 3.7453
8 C -2.0081 -6.6440 4.1866
9 O -2.7984 -6.8851 5.2633
10 F -1.4506 -7.7919 3.4250
11 N 0.2602 -4.5987 1.6981
12 C 1.4833 -4.2721 2.5345
13 C 1.2257 -3.1830 3.7350
14 C 2.2605 -1.8732 3.6301
15 I 1.8263 -4.2031 5.6274
16 C 0.2201 -4.6955 0.1584
17 C 1.5148 -4.4563 -0.8420
18 C 1.3416 -3.2037 -1.8854
19 C 1.8496 -1.7509 -1.3207
20 C 0.4727 -0.8206 -1.1311
21 N 0.7811 0.6669 -1.0826
22 C 1.6267 0.9010 0.1517
23 C 0.8733 0.6923 1.6139
24 O 2.9115 1.2382 0.0112
25 N -1.1590 -5.0922 -0.4095
26 C -1.5381 -5.3132 -1.8721
27 C -0.5889 -6.4842 -2.5969
28 O -1.3622 -7.3379 -3.5373
29 C -0.4416 -7.5094 -4.7000
30 C -0.8916 -8.8327 -5.6073
31 F -0.2534 -8.6181 -6.9498
32 F -2.3675 -8.9080 -5.7767
33 F -0.2872 -10.0186 -4.9466
34 H -5.8768 -7.4836 2.0539
35 H -4.0779 -7.6503 2.6034
36 H -5.2726 -6.8112 3.8094
37 H -4.6373 -3.5723 1.8849
38 H -3.6577 -6.7494 0.1511
39 H -4.0257 -4.9227 -0.1993
40 H -1.0286 -4.5996 4.5694
41 H -2.7526 -4.4955 3.8044
42 H 2.3871 -3.8389 1.8863
43 H 1.9246 -5.2652 3.0286
44 H 0.0996 -2.8306 3.8342
45 H 1.9777 -1.0100 4.3748
46 H 2.4383 -1.5269 2.5263
47 H 3.3099 -2.2936 4.0139
48 H 1.7491 -5.4170 -1.5108
49 H 2.5304 -4.2557 -0.2487
50 H 2.0324 -3.4578 -2.8253
51 H 0.2630 -3.0554 -2.3142
52 H 2.4949 -1.7926 -0.3447
53 H 2.4604 -1.1948 -2.1826
54 H -0.2837 -0.9619 -2.0438
55 H -0.0759 -1.2354 -0.1842
56 H 1.2580 0.9854 -1.9636
57 H 0.7030 -0.4846 1.7129
58 H -0.2278 1.1509 1.5635
59 H 1.5155 1.1268 2.4908
60 H -2.6528 -5.7181 -2.0045
61 H -1.5141 -4.3030 -2.5078
62 H -0.2068 -7.2261 -1.7433
63 H 0.3434 -5.9680 -3.0863
64 H 0.6355 -7.7608 -4.2970
65 H -0.4590 -6.5102 -5.3513
66 C 4.0859 2.8545 -2.7480
67 C 5.2677 3.1307 -3.4350
68 C 5.9495 4.3257 -3.1995
69 C 5.4412 5.2537 -2.2824
70 C 4.2468 4.9884 -1.6137
71 C 3.5734 3.7806 -1.8384
72 C 3.6756 5.9816 -0.6813
73 O 2.6283 5.7478 -0.0909
74 C 4.3798 7.2633 -0.4776
75 C 3.8198 8.2375 0.3590
76 C 4.4858 9.4471 0.5677
77 C 5.7141 9.6830 -0.0493
78 C 6.2716 8.7166 -0.8877
79 C 5.5979 7.5082 -1.1098
80 C 6.1785 6.5070 -2.0264
81 O 7.2556 6.7155 -2.5727
82 H 3.5595 1.9192 -2.9247
83 H 5.6605 2.4145 -4.1533
84 H 6.8742 4.5323 -3.7357
85 H 2.6475 3.5606 -1.3098
86 H 2.8628 8.0599 0.8471
87 H 4.0466 10.2043 1.2136
88 H 6.2366 10.6223 0.1187
89 H 7.2284 8.9098 -1.3699
90 C -0.7894 7.4831 1.4108
91 C -0.1363 6.3024 1.0580
92 C -0.8769 5.1769 0.6933
93 C -2.2761 5.2283 0.6930
94 C -2.9292 6.4013 1.0694
95 C -2.1840 7.5352 1.4180
96 C -4.4047 6.4519 1.1205
97 O -4.9792 7.4829 1.4476
98 C -5.1768 5.2402 0.7805
99 C -6.5742 5.2569 0.8806
100 C -7.3129 4.1193 0.5481
101 C -6.6611 2.9681 0.1069
102 C -5.2688 2.9469 0.0116
103 C -4.5249 4.0824 0.3586
104 C -3.0510 4.0384 0.2886
105 O -2.4770 3.0255 -0.0946
106 H -0.2122 8.3631 1.6861
107 H 0.9505 6.2581 1.0646
108 H -0.3601 4.2602 0.4141
109 H -2.6870 8.4586 1.6998
110 H -7.0910 6.1527 1.2212
111 H -8.3975 4.1328 0.6316
112 H -7.2367 2.0842 -0.1591
113 H -4.7666 2.0429 -0.3289

Forces on atoms 1 to 2 (eV/Å):
C 1.66 0.25 -0.55
C -1.86 1.62 2.26

Results
Total charge: +1
HOMO in Ha: -0.40163
Orbital gap in eV: 6.94
Electronic energy in Eh: -3338.08831

Strongest force on any atom across the listed records, respectively: 1.1; 2.0; 1.5; 10.4 eV/A.